## i
DFT (ωB97M-V/def2-TZVPD) results for a molecular structure, C26H27BCl2F7IrN2O5S.

Structure (XYZ):
```
72
Properties=species:S:1:pos:R:3:mulliken_charge:R:1
Ir -1.425 -0.227 -1.146 2.486
Cl -1.423 -1.286 -5.883 -0.181
Cl -1.803 3.927 -7.162 -0.232
S -4.460 0.530 -1.183 1.213
F -1.075 -2.219 -0.708 -0.450
F -1.032 -4.514 -0.949 -0.327
F 0.070 -3.182 -2.469 -0.354
F -2.230 -3.251 -2.457 -0.327
F -6.160 -1.336 -0.470 -0.213
F -6.014 -1.026 -2.608 -0.200
F -7.044 0.423 -1.372 -0.210
O -3.484 -0.609 -1.133 -0.840
O -4.326 1.356 -2.349 -0.612
O -4.595 1.184 0.091 -0.685
O -1.409 -0.338 -3.181 -0.620
O -1.550 1.766 -1.238 -0.727
N -1.266 -0.122 0.869 -0.153
N 0.572 -0.109 -0.986 -0.446
C 1.040 -0.115 0.275 0.059
C -1.213 1.029 5.746 -1.616
C -2.285 -0.127 1.729 -0.696
C 1.422 -0.175 -2.012 -0.860
C 0.940 -0.190 5.465 -2.108
C 2.784 -0.207 -1.815 -0.834
C 2.400 -0.137 0.526 -0.527
C -1.517 0.644 -3.992 -0.040
C -0.546 -0.198 5.109 2.058
C 4.817 -0.220 -0.311 2.020
C -1.701 3.033 -4.617 -1.177
C -1.611 1.355 -6.325 -0.501
C 5.437 1.021 -0.970 -1.618
C 3.310 -0.183 -0.525 0.377
C -1.650 2.446 -2.288 -0.326
C -0.776 -0.159 3.604 0.488
C -1.697 2.705 -5.933 0.145
C -1.599 2.020 -3.630 1.400
C 5.380 -1.490 -0.966 -1.610
C -6.013 -0.421 -1.428 0.540
C -1.526 0.362 -5.395 0.081
C 5.188 -0.227 1.171 -2.096
C -1.181 -1.480 5.667 -1.582
C -2.070 -0.141 3.091 -0.797
C 0.267 -0.146 2.682 -0.390
C -0.002 -0.124 1.327 0.561
B -1.082 -3.402 -1.741 0.389
H 5.213 -1.499 -2.044 0.330
H 1.441 0.707 5.094 0.416
H -2.290 1.037 5.579 0.334
H -1.042 1.022 6.823 0.457
H 3.427 -0.268 -2.681 0.474
H 1.291 -0.165 3.017 0.521
H 4.837 0.672 1.683 0.416
H -3.275 -0.104 1.295 0.367
H 4.788 -1.103 1.685 0.422
H 5.050 1.938 -0.520 0.381
H 1.456 -1.069 5.074 0.412
H -1.615 1.101 -7.377 0.458
H 5.231 1.055 -2.040 0.337
H 6.456 -1.544 -0.795 0.459
H -2.255 -1.512 5.484 0.336
H 6.274 -0.257 1.268 0.419
H 6.519 1.006 -0.837 0.454
H -2.932 -0.149 3.744 0.486
H 1.048 -0.201 6.550 0.416
H -0.735 -2.367 5.215 0.380
H -1.788 4.068 -4.310 0.425
H 0.972 -0.227 -2.994 0.760
H 2.746 -0.140 1.547 0.533
H -0.800 1.955 5.341 0.375
H -1.777 3.517 -2.113 0.342
H 4.920 -2.385 -0.546 0.382
H -1.023 -1.529 6.746 0.448
```

Properties
Orbital gap = 7.064 eV
Spin multiplicity = 1

=====

## ii
DFT (ωB97M-V/def2-TZVPD) results for a molecular structure, C26H27BCl2F7IrN2O5S.

Structure (XYZ):
```
72
Properties=species:S:1:pos:R:3:mulliken_charge:R:1
Ir -0.301 0.487 -0.002 2.360
Cl -3.047 -0.107 -3.494 -0.218
Cl -0.184 -3.405 -6.628 -0.241
S 1.406 1.541 -1.867 0.991
F 3.868 2.404 -1.794 -0.208
F 2.420 3.846 -2.516 -0.207
F -2.267 0.443 0.569 -0.322
F -2.234 0.307 2.890 -0.288
F 2.542 3.397 -0.401 -0.166
F -4.203 0.749 1.780 -0.323
F -2.540 2.341 1.884 -0.348
O 1.399 -2.180 -0.702 -0.349
O 1.642 0.634 -0.692 -0.872
O 1.689 0.982 -3.140 -0.484
O -1.000 -0.531 -1.580 -0.434
O 0.092 2.155 -1.629 -0.663
N -0.031 -0.854 1.431 -0.172
N 0.274 1.668 1.534 0.261
C 0.654 -1.280 3.660 -0.592
C 1.355 -4.761 4.220 -1.615
C 1.072 -2.972 5.930 -2.121
C 0.649 1.042 2.659 0.693
C 1.420 -2.388 -1.896 -0.473
C -0.391 -2.587 -5.107 0.200
C 0.461 -0.416 2.601 -0.082
C -1.667 -1.126 -3.710 0.392
C 1.977 3.111 6.118 -2.118
C -0.416 -2.126 1.305 -1.090
C 1.113 3.136 3.740 0.203
C 0.692 3.754 2.564 -0.421
C -0.736 -1.232 -2.642 -0.475
C 1.081 1.747 3.767 -0.543
C 0.376 -2.080 -2.874 1.867
C 0.279 3.001 1.489 -1.282
C 0.387 4.872 5.361 -1.598
C -1.508 -1.782 -4.906 -0.713
C 1.557 3.975 4.930 1.972
C -0.935 -4.161 5.060 -1.592
C -0.269 -3.020 2.339 -0.651
C 2.643 2.884 -1.629 0.486
C 0.291 -2.617 3.549 0.273
C 2.749 4.845 4.506 -1.636
C 0.451 -3.613 4.689 1.906
C 0.535 -2.725 -4.109 -1.221
B -2.875 1.001 1.876 0.097
H 0.671 4.831 2.474 0.548
H 0.936 -5.280 3.358 0.329
H 2.257 -2.973 -2.326 0.229
H 0.448 -2.168 6.325 0.419
H 1.171 -3.726 6.712 0.430
H -0.064 3.447 0.566 0.776
H 1.472 -5.489 5.025 0.451
H 3.073 5.459 5.348 0.454
H 2.819 2.461 5.870 0.420
H 2.069 -2.576 5.726 0.418
H -2.245 -1.660 -5.687 0.436
H 2.290 3.757 6.938 0.425
H 1.407 -3.350 -4.263 0.348
H -1.604 -3.356 5.367 0.381
H -0.480 4.274 5.644 0.388
H 1.372 1.205 4.653 0.606
H 0.685 5.475 6.220 0.452
H 0.083 5.551 4.565 0.335
H -0.602 -4.036 2.185 0.510
H -0.842 -2.397 0.352 0.572
H 3.591 4.228 4.189 0.378
H 2.345 -4.393 3.945 0.379
H 1.055 -0.891 4.582 0.596
H 2.490 5.514 3.685 0.330
H -1.399 -4.685 4.224 0.336
H -0.841 -4.867 5.886 0.454
H 1.152 2.495 6.482 0.419
```

Properties
Orbital gap = 6.730 eV
Spin multiplicity = 1

=====

Ordering by calculated energy gives the sequence i, ii, with the first entry being the most stable.

=====

## i
DFT (ωB97M-V/def2-TZVPD) results for a single C3H4N4O2 molecule.

Structure (XYZ):
```
13
Properties=species:S:1:pos:R:3:nbo_charge:R:1
O -2.233 1.220 0.151 -0.385
O -3.184 -0.699 0.043 -0.492
N 1.892 1.323 -0.027 -0.438
N 0.263 -0.155 -0.032 -0.202
N -0.998 -0.714 0.131 -0.138
N -2.025 0.029 0.076 0.550
C 2.410 0.114 -0.023 -0.068
C 0.585 1.174 0.053 0.127
C 1.437 -0.873 -0.094 -0.123
H 3.445 0.044 0.005 0.207
H 0.032 2.064 0.137 0.236
H 1.352 -1.973 -0.083 0.235
H -2.976 -1.554 -0.338 0.491
```

Properties
Orbital gap (alpha / beta) = 9.101 / 9.100 eV
Spin multiplicity = 1

=====

## ii
DFT (ωB97M-V/def2-TZVPD) results for a molecular structure, C3H4N4O2.

Structure (XYZ):
```
13
Properties=species:S:1:pos:R:3:nbo_charge:R:1
O -3.015 0.725 0.030 -0.339
O -2.541 -1.354 0.381 -0.445
N -2.271 -0.211 0.047 0.612
N -0.323 1.602 0.150 -0.157
N -1.008 -0.033 -0.454 -0.064
N -0.146 -1.054 -0.199 -0.423
C 1.753 0.375 -0.209 -0.427
C 1.192 -0.858 -0.187 0.093
C 0.923 1.504 0.099 0.021
H 2.819 0.503 -0.247 0.237
H 1.773 -1.768 -0.159 0.221
H -0.585 -1.831 0.299 0.427
H 1.428 2.402 0.450 0.242
```

Properties
Orbital gap (alpha / beta) = 8.194 / 8.193 eV
Spin multiplicity = 1

=====

Ordering by calculated energy gives the sequence i, ii, with the first entry being the most stable.

=====

## i
DFT (ωB97M-V/def2-TZVPD) results for a gas-phase ion, C5H11ClN (charge +1).

Structure (XYZ):
```
18
Properties=species:S:1:pos:R:3:nbo_charge:R:1
Cl -1.905 1.217 1.568 0.049
N -0.531 1.827 -0.947 -0.700
C -1.498 0.049 0.399 -0.123
C -2.171 -1.105 0.274 -0.337
C 1.183 -1.027 0.853 -0.617
C 1.002 0.323 0.273 -0.420
C -0.321 0.375 -0.476 -0.078
H -1.500 1.916 -1.259 0.451
H 1.609 -1.738 0.265 0.231
H -2.081 -1.645 -0.650 0.224
H -0.473 -0.321 -1.357 0.252
H -0.215 2.425 -0.149 0.459
H 1.916 0.698 -0.303 0.237
H 1.988 -0.936 1.571 0.239
H 0.906 1.062 1.033 0.209
H 0.304 -1.303 1.293 0.218
H -3.048 -1.379 0.977 0.256
H -0.010 2.150 -1.785 0.449
```

Properties
Net charge = +1
Orbital gap = 10.296 eV
Spin multiplicity = 1

=====

## ii
DFT (ωB97M-V/def2-TZVPD) results for 2 unconnected molecules or ions with the total composition C5H11ClN.

Structure (XYZ):
```
18
Properties=species:S:1:pos:R:3:nbo_charge:R:1
Cl -1.789 0.385 2.462 0.076
N 0.665 -0.481 -0.397 -0.410
C 1.214 1.801 0.357 -0.428
C 0.400 -1.581 0.553 -0.416
C -0.078 -0.671 -1.661 -0.411
C 0.383 0.812 0.187 0.120
C -1.735 0.992 0.875 -0.314
H 0.127 -1.659 -2.072 0.239
H 0.890 2.724 0.803 0.252
H 1.672 -0.504 -0.625 0.434
H 0.216 0.089 -2.385 0.246
H 0.929 -1.400 1.487 0.248
H -1.810 2.065 0.791 0.231
H -0.666 -1.638 0.763 0.237
H -2.267 0.411 0.140 0.207
H -1.146 -0.579 -1.474 0.230
H 2.259 1.761 0.068 0.222
H 0.735 -2.527 0.130 0.238
```

Properties
Net charge = +1
Orbital gap = 10.115 eV
Spin multiplicity = 1

=====

Ordering by calculated energy gives the sequence i, ii, with the first entry being the most stable.

=====

## i
DFT (ωB97M-V/def2-TZVPD) results for a single C11H13NO molecule.

Structure (XYZ):
```
26
Properties=species:S:1:pos:R:3:nbo_charge:R:1
O -5.344 -1.913 0.346 -0.515
N -4.326 0.255 -0.166 -0.262
C 1.340 -2.043 0.132 -0.569
C 0.626 0.069 1.288 -0.603
C -4.477 -1.145 0.086 0.673
C -1.836 1.300 -0.010 -0.185
C -0.803 -0.885 -0.478 -0.209
C 1.443 0.155 -1.169 -0.618
C -1.941 -0.115 -0.289 -0.132
C -4.265 1.574 0.115 -0.081
C -3.265 -0.604 -0.373 0.073
C 0.636 -0.569 -0.085 -0.086
C -2.918 2.086 0.245 -0.213
H 1.257 -2.486 1.077 0.206
H -2.868 3.084 0.480 0.216
H -5.136 2.163 0.464 0.223
H -0.990 -1.824 -1.049 0.202
H 2.275 -0.410 -1.465 0.211
H -0.299 -0.199 1.760 0.219
H 2.338 -1.853 -0.058 0.194
H 0.897 0.387 -2.101 0.219
H 0.626 1.129 1.139 0.191
H -0.788 1.532 0.087 0.224
H 1.455 -0.196 1.948 0.214
H 1.834 1.110 -0.840 0.209
H 0.898 -2.608 -0.675 0.201
```

Properties
Orbital gap (alpha / beta) = 6.847 / 6.850 eV
Spin multiplicity = 1

=====

## ii
DFT (ωB97M-V/def2-TZVPD) results for a single C11H13NO molecule.

Structure (XYZ):
```
26
Properties=species:S:1:pos:R:3:nbo_charge:R:1
O 0.629 2.923 0.216 -0.479
N 1.768 0.596 0.067 -0.328
C -1.717 1.565 -0.796 -0.378
C 1.531 -0.614 -0.628 0.003
C -1.871 -1.558 0.410 -0.204
C -1.586 -0.261 1.119 -0.267
C -0.259 1.029 -1.205 -0.332
C -0.797 -0.926 0.014 0.067
C 2.102 -1.777 0.053 -0.665
C 2.799 0.917 0.836 -0.294
C 0.543 1.822 -0.205 0.830
C -2.109 1.122 0.646 -0.438
C 0.042 -0.474 -1.071 -0.281
H -1.536 1.938 1.142 0.213
H 1.588 -2.755 -0.092 0.223
H -2.420 1.205 -1.492 0.205
H -3.251 1.197 0.682 0.218
H 2.323 -1.639 1.058 0.203
H -0.038 -0.998 -1.938 0.231
H -0.052 1.358 -2.152 0.260
H 3.468 0.217 1.126 0.176
H -1.716 2.630 -0.888 0.219
H -1.214 -0.113 2.223 0.188
H 3.029 -2.054 -0.273 0.218
H 2.755 1.738 1.412 0.181
H -2.656 -2.349 0.293 0.234
```

Properties
Orbital gap (alpha / beta) = 6.828 / 6.741 eV
Spin multiplicity = 1

=====

Ordering by calculated energy gives the sequence i, ii, with the first entry being the most stable.